Entry 1:
This record from the Open Molecules 2025 dataset describes C39H54N2O3RhSbSi4 as an isolated structure. The level of theory is wB97M-V/def2-TZVPD.

## Properties
highest occupied orbital energy (alpha / beta)	-7.1 / -7.6	eV
expectation value of S²	6.01

ORCA input file:
```
! RIJCOSX wB97M-V def2-TZVPD def2/J DEFGRID3
* xyz 0 5
Rh -0.9256 0.3758 -0.3780
C -3.8892 3.4185 -1.3925
C -3.3150 2.1133 -0.9003
O -2.1039 2.1502 -0.5288
C -4.1746 1.0050 -0.8380
C -3.9299 -0.2528 -0.2582
C -5.1175 -1.1217 0.0593
N -2.7198 -0.6997 0.0271
N -2.6805 -1.8018 0.8649
C -1.6026 -2.4695 0.8599
O -0.5776 -2.2056 0.0267
C -1.3639 -3.4672 1.9234
C -0.0667 -3.6932 2.3720
C 0.1697 -4.5571 3.4301
C -0.8909 -5.2107 4.0417
C -2.1883 -4.9920 3.5913
C -2.4265 -4.1205 2.5429
H -3.0778 4.0647 -1.7204
H -4.4350 3.9095 -0.5843
H -4.5800 3.2551 -2.2185
H -5.1930 1.1851 -1.1531
H -6.0329 -0.6698 -0.3135
H -5.1944 -1.2484 1.1403
H -4.9981 -2.1172 -0.3680
H 0.7552 -3.1752 1.8946
H 1.1815 -4.7161 3.7806
H -0.7091 -5.8887 4.8649
H -3.0175 -5.5031 4.0627
H -3.4331 -3.9306 2.1945
C 2.7856 -1.2174 3.6987
Si 2.4896 0.4077 2.8192
C 2.9268 1.8437 3.9286
C 3.4427 0.4675 1.2175
Sb 0.0252 0.5355 2.1378
Si 0.1430 -3.1813 -1.1659
C 1.9504 -2.8479 -0.9817
C -0.2899 -4.9669 -0.8497
C -0.5379 -2.6643 -2.8069
Si -1.4784 0.3323 4.1908
C -1.1751 1.7812 5.3316
C -3.2215 0.3573 3.5310
C -1.1199 -1.2807 5.0655
H 3.8367 -1.3039 3.9855
H 2.5417 -2.0622 3.0529
H 2.1786 -1.2995 4.6015
H 3.9869 1.8114 4.1916
H 2.3471 1.8187 4.8523
H 2.7302 2.7918 3.4247
H 4.5148 0.3564 1.3998
H 3.2779 1.4193 0.7070
H 3.1233 -0.3324 0.5458
H 2.3221 -3.1707 -0.0068
H 2.1164 -1.7741 -1.0933
H 2.5174 -3.3727 -1.7542
H 0.1755 -5.3629 0.0534
H 0.0481 -5.5687 -1.6969
H -1.3703 -5.1050 -0.7636
H 0.0478 -3.1003 -3.6195
H -0.4789 -1.5775 -2.8975
H -1.5747 -2.9841 -2.9270
H -1.3639 2.7252 4.8181
H -0.1474 1.7937 5.6970
H -1.8415 1.7262 6.1963
H -3.4059 1.2635 2.9495
H -3.9435 0.3202 4.3510
H -3.3910 -0.4998 2.8760
H -0.1070 -1.2933 5.4715
H -1.2242 -2.1269 4.3815
H -1.8167 -1.4253 5.8952
O 0.6393 0.1347 -1.6720
Si 1.1989 1.3871 -2.5410
C 2.4516 0.7560 -3.7867
C 2.3898 1.0756 -5.1431
C 3.3311 0.5877 -6.0404
C 4.3524 -0.2377 -5.5947
C 4.4310 -0.5726 -4.2496
C 3.4895 -0.0798 -3.3584
C 2.0359 2.6549 -1.4295
C 3.3977 2.9501 -1.5049
C 3.9998 3.8105 -0.5930
C 3.2479 4.3868 0.4197
C 1.8871 4.1187 0.5039
C 1.2898 3.2694 -0.4172
C -0.1966 2.2764 -3.4327
C -1.3293 1.5695 -3.8457
C -2.3681 2.1984 -4.5173
C -2.2895 3.5557 -4.7968
C -1.1784 4.2793 -4.3888
C -0.1473 3.6433 -3.7093
H 1.5918 1.7134 -5.5064
H 3.2659 0.8518 -7.0886
H 5.0843 -0.6232 -6.2934
H 5.2243 -1.2204 -3.8976
H 3.5619 -0.3513 -2.3075
H 4.0021 2.4957 -2.2816
H 5.0593 4.0221 -0.6694
H 3.7168 5.0520 1.1343
H 1.2886 4.5798 1.2808
H 0.2192 3.0933 -0.3493
H -1.4076 0.5087 -3.6297
H -3.2374 1.6288 -4.8218
H -3.0966 4.0505 -5.3231
H -1.1172 5.3407 -4.5961
H 0.7092 4.2239 -3.3844
*
```

Entry 2:
This record from the Open Molecules 2025 dataset describes C39H55CsNOP3S2 as an isolated structure in a non-equilibrium geometry. The level of theory is wB97M-V/def2-TZVPD.

## Properties
highest occupied orbital energy	-0.7	eV
relative energy (zero: lowest compared OMol25 entry of this formula, charge and spin)	0.875	eV

ORCA input file:
```
! RIJCOSX wB97M-V def2-TZVPD def2/J DEFGRID3
* xyz -2 1
Cs -0.8262 0.2819 -0.8593
C 0.3654 4.2556 -1.4074
C -0.9332 4.2161 -1.8967
C -2.0049 4.1794 -1.0173
C -1.7802 4.1764 0.3523
C -0.4833 4.2099 0.8426
C 0.5900 4.2513 -0.0379
H 1.1975 4.2475 -2.1002
H -1.0970 4.1766 -2.9667
H -3.0174 4.1228 -1.3963
H -2.6158 4.1088 1.0386
H -0.3066 4.1662 1.9089
H 1.6025 4.2468 0.3483
C 2.2356 -2.8305 -2.5560
C 2.7970 -2.7397 -1.1376
C 2.3065 -3.9096 -0.2794
P 2.2100 -1.1629 -0.3206
C 2.9969 0.1343 -1.4207
C 2.8075 1.4940 -0.7479
C 4.4645 -0.0802 -1.7748
C 3.3136 -1.0769 1.1439
C 4.5743 -1.6360 1.2779
C 5.3128 -1.5013 2.4507
C 4.7586 -0.7993 3.5168
C 3.5019 -0.2361 3.4232
C 2.7374 -0.3438 2.2312
N 1.4680 0.0731 2.0728
C 0.8364 0.9795 2.8415
C 1.4650 2.1376 3.3741
C 0.7659 3.0928 4.0785
C -0.6105 2.9702 4.2577
C -1.2534 1.8632 3.7222
C -0.5654 0.8375 3.0761
P -1.5269 -0.5012 2.2825
C -2.8990 -0.8845 3.5260
C -2.6447 -0.6486 5.0196
C -4.2100 -0.2268 3.0790
C -0.5084 -2.0635 2.4381
C -1.2700 -3.2464 1.8386
C 0.0438 -2.3861 3.8223
H 2.4821 -3.7998 -3.0019
H 2.6412 -2.0494 -3.2027
H 1.1465 -2.7224 -2.5590
H 3.8903 -2.7723 -1.1848
H 1.2133 -3.9268 -0.2685
H 2.6581 -3.8140 0.7509
H 2.6592 -4.8662 -0.6788
H 2.4003 0.1290 -2.3404
H 3.3956 1.5512 0.1728
H 1.7610 1.6569 -0.4952
H 3.1204 2.2971 -1.4217
H 5.0804 -0.1201 -0.8735
H 4.8201 0.7530 -2.3898
H 4.6150 -1.0013 -2.3417
H 5.0042 -2.2067 0.4624
H 6.3027 -1.9362 2.5314
H 5.3177 -0.7042 4.4432
H 3.0732 0.2759 4.2765
H 2.5217 2.2750 3.1762
H 1.2852 3.9635 4.4677
H -1.1716 3.7334 4.7849
H -2.3308 1.7985 3.8148
H -3.0221 -1.9617 3.3768
H -2.8952 0.3725 5.3074
H -1.6037 -0.8184 5.2878
H -3.2715 -1.3200 5.6167
H -4.1817 0.8542 3.2340
H -5.0601 -0.6255 3.6444
H -4.3815 -0.3989 2.0154
H 0.3356 -1.8499 1.7844
H -2.1225 -3.5478 2.4563
H -0.6032 -4.1088 1.7564
H -1.6370 -3.0076 0.8374
H -0.7431 -2.7356 4.4976
H 0.5250 -1.5076 4.2578
H 0.7988 -3.1752 3.7472
S -1.5332 -1.8033 -3.2724
C -0.4523 -1.4190 -4.6008
C -0.2229 -2.4254 -5.5518
C 0.6144 -2.2612 -6.6450
C 1.2696 -1.0489 -6.8140
C 1.0674 -0.0388 -5.8870
C 0.2178 -0.1699 -4.7737
S 0.0818 1.2069 -3.7006
H -0.7255 -3.3739 -5.4016
H 0.7472 -3.0725 -7.3544
H 1.9390 -0.8887 -7.6541
H 1.5776 0.9099 -6.0056
C -4.7738 -0.6907 -1.7633
P -4.0679 0.9783 -1.8758
C -3.2974 1.0722 -3.4899
C -5.5407 2.0717 -1.9632
O -3.2265 1.3168 -0.7011
H -5.4380 -0.9070 -2.5996
H -5.3044 -0.7888 -0.8151
H -3.9296 -1.3838 -1.7942
H -4.0484 1.1282 -4.2814
H -2.7030 0.1481 -3.6058
H -2.5991 1.9075 -3.5401
H -6.2104 1.7898 -2.7759
H -5.1968 3.0963 -2.1121
H -6.0669 2.0138 -1.0088
*
```